Entry 1:
Molecular formula: C48H72BCuNO2P2Sb2
Method: DFT, ωB97M-V with the def2-TZVPD basis set

Cartesian coordinates (Å):
H1 -0.688 -4.032 3.204
H2 3.407 2.871 3.820
C1 -6.531 -0.763 2.357
H3 3.060 1.678 -4.216
H4 0.581 0.723 -4.012
C2 0.275 -3.694 -0.711
H5 -1.593 3.279 -1.614
H6 5.182 1.278 -2.881
H7 -3.883 -5.821 -2.475
H8 1.432 4.382 -5.759
H9 -2.097 -7.399 -3.332
C3 -6.570 0.388 1.586
H10 -0.135 0.130 6.393
C4 0.440 -0.190 -3.436
H11 2.319 1.682 5.908
Sb1 -1.826 1.210 0.197
C5 1.813 2.717 -1.212
C6 4.492 -1.797 -1.366
H12 -0.181 -0.873 -4.016
H13 -3.232 -1.477 4.418
H14 5.060 -0.289 -3.700
H15 0.903 2.427 6.633
H16 -2.421 -3.511 0.699
H17 2.798 3.274 -5.936
C7 1.859 5.555 1.823
H18 3.442 -1.738 -4.229
C8 -0.425 -5.523 -2.039
H19 -1.413 -3.173 4.578
C9 2.388 1.871 -2.191
C10 0.280 0.043 5.388
C11 -4.249 0.850 2.134
C12 1.069 2.948 2.380
H20 -1.448 3.910 0.029
C13 2.152 4.535 0.947
C14 2.551 -1.141 -4.411
C15 -0.676 -2.894 -1.346
Sb2 -1.457 -1.539 2.334
H21 -5.474 2.086 0.898
C16 4.386 -0.293 -1.624
H22 -0.092 0.063 -2.518
C17 -5.364 -1.096 3.019
H23 -2.366 -3.391 -4.905
H24 -3.090 0.082 -1.950
C18 -5.440 1.176 1.485
H25 -0.473 6.280 4.128
H26 -3.050 3.544 -0.636
H27 3.053 4.911 -5.317
C19 0.545 6.458 3.784
H28 4.751 1.739 3.621
H29 2.781 4.738 0.091
H30 0.572 7.402 3.242
H31 -7.479 0.670 1.072
C20 -2.071 -4.424 -5.073
C21 2.574 2.324 -3.499
H32 -0.310 -6.563 -2.303
C22 2.152 3.573 -3.910
C23 -1.928 -6.729 -4.173
H33 -2.681 -4.819 -5.886
H34 0.053 3.837 4.048
C24 5.284 0.200 -2.754
H35 -0.894 -6.822 -4.503
C25 0.406 -5.024 -1.039
C26 0.669 4.018 3.179
H36 3.435 0.127 1.309
C27 -2.009 3.231 -0.611
Cu1 1.343 0.368 0.237
C28 3.326 -0.258 2.326
H37 3.921 2.390 2.208
H38 3.836 -2.083 -0.543
H39 -2.552 0.144 4.184
C29 -3.462 0.437 -0.992
H40 -0.401 -0.558 4.788
H41 -5.341 -1.982 3.642
H42 -4.206 1.213 -1.149
H43 0.727 4.561 -0.999
C30 2.372 4.059 -5.313
H44 1.693 3.194 5.256
C31 1.783 -0.851 -3.123
H45 2.841 0.414 4.273
H46 -2.572 -7.051 -4.991
C32 1.009 5.333 2.902
H47 1.035 5.295 -3.298
C33 -2.907 -2.842 1.403
C34 2.830 0.840 3.263
H48 1.587 -1.816 -2.638
H49 4.301 -0.623 2.651
H50 1.188 6.551 4.662
C35 -2.256 -5.279 -3.809
H51 6.324 -0.016 -2.504
H52 1.230 -0.487 5.463
C36 -3.006 -0.708 3.681
H53 -3.639 -2.239 0.871
C37 -3.078 1.732 1.953
P1 0.989 1.214 2.963
B1 0.513 -1.616 0.056
C38 1.638 3.235 1.114
C39 -1.367 -4.735 -2.696
H54 -3.920 -0.391 -0.459
H55 -3.413 -3.421 2.172
H56 2.628 -1.095 2.301
H57 4.687 0.238 -0.709
C40 3.776 2.036 3.227
C41 -4.218 -0.309 2.932
H58 0.246 -2.813 4.066
H59 5.515 -2.068 -1.109
H60 -4.371 -5.573 -4.159
C42 -0.751 -3.078 3.720
C43 -3.723 -5.209 -3.362
C44 1.409 2.237 5.685
H61 1.902 -1.712 -5.076
H62 -2.224 -2.740 -2.795
H63 -3.389 2.759 1.774
C45 1.460 4.352 -2.981
H64 -4.013 -4.187 -3.124
O1 -0.573 -1.627 -0.866
N1 1.704 2.298 0.102
H65 4.202 -2.369 -2.247
C46 1.295 3.943 -1.680
P2 2.576 0.133 -1.742
H66 2.835 -0.230 -4.932
O2 0.989 -2.929 0.162
H67 1.135 -5.654 -0.551
H68 -2.399 1.707 2.804
H69 -0.496 1.920 4.726
H70 -7.412 -1.384 2.455
C47 0.483 1.428 4.773
H71 2.267 6.543 1.651
H72 -1.028 -4.438 -5.391
C48 -1.503 -3.393 -2.327

## Properties
Relative energy (zero: lowest compared OMol25 entry of this formula, charge and spin): 0.565 eV
Total charge: 0
Spin multiplicity: 2
⟨S²⟩: 0.758
Gap between HOMO and LUMO (spin up / spin down): 0.2586 / 0.2147 Ha
Calculated total energy: -4906.02830 hartree
HOMO (spin up / spin down): -6.422 / -6.500 eV
LUMO level (spin up / spin down): 0.613 / -0.658 eV
Maximum force: 1.2 eV Å⁻¹

---

Entry 2:
Molecular formula: C6H12N
Method: DFT, ωB97M-V with the def2-TZVPD basis set

Cartesian coordinates (Å):
H1 3.598 -0.330 0.922
H2 -1.804 1.718 -0.590
H3 0.494 1.988 0.026
H4 0.204 -1.180 -1.485
H5 -1.559 -1.270 -1.295
C1 1.864 0.393 -0.004
C2 3.090 -0.106 -0.001
H6 -0.399 -0.386 2.046
H7 -2.667 0.377 0.181
C3 -0.699 -0.599 -1.299
H8 -1.405 -1.509 1.115
H9 3.637 -0.264 -0.912
N1 -0.583 0.099 0.000
H10 -0.818 0.129 -2.100
H11 0.362 -1.533 0.936
C4 -0.507 -0.894 1.089
C5 -1.755 0.970 0.199
H12 -1.686 1.477 1.162
C6 0.634 0.921 0.008

## Properties
Relative energy (zero: lowest compared OMol25 entry of this formula, charge and spin): 2.021 eV
Total charge: +1
SMILES: C=C=C[N+](C)(C)C
Gap between HOMO and LUMO: 0.4295 Ha
Calculated total energy: -290.24763 hartree
HOMO: -14.513 eV
LUMO level: -2.825 eV
Maximum force: 2.9 eV Å⁻¹

---

Entry 3:
Molecular formula: C29H26F6N4O7V
Method: DFT, ωB97M-V with the def2-TZVPD basis set

Cartesian coordinates (Å):
H1 -0.815 2.949 2.761
H2 -2.993 -1.362 -2.240
C1 2.867 -3.637 0.687
H3 -0.251 6.709 0.782
C2 -4.661 -2.603 -2.743
H4 -1.713 5.108 1.967
O1 -1.244 -3.655 0.421
C3 2.152 -2.711 -0.028
H5 -1.985 0.591 5.866
F1 1.186 -0.787 -2.623
H6 -2.049 1.062 0.966
C4 -3.483 -2.312 -2.076
H7 1.611 -2.943 3.741
F2 3.274 -0.121 -1.123
F3 -0.367 0.669 -2.880
H8 1.348 3.397 -0.982
H9 2.273 -2.614 -1.099
H10 1.164 1.539 3.098
H11 2.042 3.277 -2.615
F4 3.492 1.935 -0.529
H12 3.173 -5.713 2.550
N1 1.654 2.044 2.380
H13 -3.291 -0.459 5.314
H14 3.028 3.975 1.204
H15 -3.002 1.132 3.241
C5 -5.283 -3.828 -2.544
H16 -3.130 -5.210 -0.317
C6 2.695 -3.715 2.067
O2 -1.003 -1.799 -0.801
H17 4.531 -4.592 2.659
C7 -3.548 -4.477 -0.991
N2 1.284 -1.876 0.573
H18 -5.097 -1.884 -3.422
H19 -0.108 -1.799 4.434
C8 1.471 5.429 0.911
C9 1.155 3.297 1.996
C10 1.064 -1.979 1.907
C11 -0.038 -1.127 2.400
O3 3.172 -4.491 4.239
C12 -2.166 0.478 3.026
C13 -2.933 -3.247 -1.198
N3 -5.363 -6.053 -1.463
H20 3.555 -4.292 0.168
O4 0.860 0.843 -0.597
F5 1.440 0.854 -4.059
C14 3.049 1.148 -1.498
V1 0.085 -0.629 -0.373
H21 -6.200 -4.090 -3.053
C15 0.978 0.564 -2.885
H22 0.302 3.046 -2.375
C16 -0.176 3.634 2.213
N4 -0.607 -0.350 1.447
C17 -4.709 -4.737 -1.674
O5 -4.790 -6.835 -0.737
H23 3.645 -5.128 4.785
C18 -1.706 -2.997 -0.445
C19 -0.677 4.854 1.773
C20 1.285 2.880 -1.939
C21 1.766 -2.870 2.675
H24 2.132 6.136 0.423
H25 2.652 1.923 2.390
F6 3.717 1.382 -2.617
C22 3.466 -4.710 2.881
C23 -2.203 -0.374 5.392
C24 0.138 5.756 1.112
C25 1.535 1.407 -1.718
O6 -6.382 -6.263 -2.073
O7 -1.624 -1.445 6.091
C26 -1.643 0.449 1.759
C27 1.978 4.210 1.345
C28 -1.624 -0.347 4.008
C29 -0.533 -1.153 3.680
H26 -2.053 -1.549 6.948

## Properties
Relative energy (zero: lowest compared OMol25 entry of this formula, charge and spin): 1.729 eV
Total charge: +2
Spin multiplicity: 2
⟨S²⟩: 0.758
Gap between HOMO and LUMO (spin up / spin down): 0.1780 / 0.1920 Ha
Calculated total energy: -3409.07771 hartree
HOMO (spin up / spin down): -12.734 / -12.734 eV
LUMO level (spin up / spin down): -7.892 / -7.509 eV
Maximum force: 3.0 eV Å⁻¹